Entry one
# C18H54O9

9 unconnected molecules or ions with the total composition C18H54O9 (ωB97M-V/def2-TZVPD, the OMol25 dataset).

```
! wB97M-V def2-TZVPD RIJCOSX def2/J DEFGRID3
* xyz 0 1
C -0.371 0.272 0.530
C -0.370 1.239 -0.624
O 0.738 0.929 -1.474
H -0.684 -0.735 0.256
H -1.050 0.646 1.296
H 0.650 0.172 0.899
H -0.336 2.268 -0.265
H -1.307 1.137 -1.171
H 0.400 0.656 -2.329
C 1.595 1.081 -5.074
C 0.104 1.102 -4.918
O -0.335 0.214 -3.916
H 1.944 0.054 -5.184
H 2.030 1.406 -4.129
H 1.906 1.759 -5.868
H -0.403 0.883 -5.858
H -0.201 2.108 -4.629
H -1.255 0.074 -4.153
C -4.188 0.602 1.042
C -5.685 0.855 0.966
O -5.981 0.790 -0.451
H -3.981 -0.448 0.831
H -3.868 0.813 2.062
H -3.662 1.277 0.367
H -5.977 1.807 1.410
H -6.215 0.054 1.481
H -6.926 0.837 -0.611
C 3.958 -2.480 -1.214
C 2.714 -1.567 -1.192
O 3.117 -0.229 -0.850
H 4.498 -2.431 -0.268
H 4.697 -2.210 -1.969
H 3.738 -3.522 -1.442
H 1.989 -1.953 -0.474
H 2.176 -1.588 -2.140
H 2.343 0.327 -0.971
C -1.217 -1.733 4.887
C -0.393 -0.580 4.461
O -0.836 0.599 5.123
H -1.054 -1.918 5.949
H -0.931 -2.577 4.259
H -2.271 -1.512 4.718
H -0.500 -0.463 3.383
H 0.676 -0.704 4.633
H -0.458 1.351 4.661
C -1.757 6.498 -2.557
C -1.364 5.867 -1.189
O -2.017 6.665 -0.245
H -1.605 5.979 -3.503
H -1.280 7.470 -2.681
H -2.818 6.740 -2.621
H -0.293 5.976 -1.018
H -1.654 4.826 -1.044
H -2.706 6.122 0.144
C -0.486 -2.728 -1.873
C -1.722 -3.111 -2.646
O -2.109 -4.416 -2.330
H 0.298 -3.475 -1.993
H -0.569 -2.676 -0.787
H -0.097 -1.745 -2.139
H -1.598 -3.075 -3.728
H -2.568 -2.437 -2.511
H -2.822 -4.646 -2.931
C 3.876 0.969 3.865
C 3.637 1.034 2.342
O 4.291 -0.057 1.683
H 3.480 0.013 4.208
H 3.370 1.788 4.375
H 4.921 1.042 4.167
H 3.972 1.953 1.860
H 2.578 0.937 2.104
H 4.005 -0.130 0.770
C 1.956 -4.342 1.412
C 1.470 -3.122 2.192
O 1.293 -3.444 3.543
H 1.261 -5.168 1.563
H 2.928 -4.642 1.803
H 2.005 -4.139 0.342
H 0.532 -2.802 1.739
H 2.239 -2.361 2.059
H 0.527 -4.021 3.588
*
```

Entry two
# C18H54O9

9 unconnected molecules or ions with the total composition C18H54O9 (ωB97M-V/def2-TZVPD, the OMol25 dataset).

```
! wB97M-V def2-TZVPD RIJCOSX def2/J DEFGRID3
* xyz 0 1
C 4.535 2.737 1.595
C 5.217 3.268 2.831
O 4.285 3.313 3.897
H 3.601 3.361 1.448
H 4.220 1.692 1.808
H 5.168 2.740 0.709
H 5.514 4.252 2.625
H 6.128 2.710 3.117
H 4.782 3.101 4.704
C -1.895 -2.612 -2.335
C -2.523 -1.236 -2.168
O -1.535 -0.257 -2.156
H -1.245 -2.613 -3.215
H -2.626 -3.359 -2.385
H -1.254 -2.875 -1.508
H -3.144 -1.173 -1.235
H -3.214 -1.030 -2.986
H -1.757 0.417 -2.806
C -1.066 0.860 -5.870
C -2.247 1.724 -5.565
O -2.217 1.963 -4.112
H -0.748 0.747 -6.915
H -1.068 -0.177 -5.439
H -0.170 1.259 -5.346
H -3.265 1.316 -5.854
H -2.253 2.716 -6.026
H -2.144 2.899 -3.956
C -0.453 3.819 -2.075
C -1.724 3.571 -1.205
O -2.292 4.805 -0.718
H -0.604 4.833 -2.476
H -0.332 3.165 -2.958
H 0.511 3.731 -1.543
H -1.354 2.887 -0.440
H -2.566 3.128 -1.698
H -2.338 4.631 0.249
C 2.231 0.679 -2.027
C 1.406 0.568 -0.729
O 0.696 -0.649 -0.631
H 1.633 0.937 -2.873
H 2.627 -0.297 -2.242
H 3.024 1.361 -1.915
H 0.782 1.470 -0.665
H 2.058 0.510 0.098
H -0.055 -0.523 -1.298
C 4.785 -1.741 1.960
C 3.357 -1.886 1.542
O 3.268 -2.270 0.140
H 4.815 -1.393 3.037
H 5.277 -0.929 1.398
H 5.307 -2.652 1.813
H 2.897 -0.884 1.750
H 2.996 -2.703 2.164
H 2.311 -2.356 -0.054
C -1.388 2.390 4.154
C -1.646 2.628 2.645
O -2.048 3.932 2.332
H -1.093 1.381 4.190
H -2.377 2.445 4.743
H -0.629 3.054 4.583
H -2.401 1.848 2.250
H -0.712 2.565 2.087
H -2.846 4.164 2.824
C -0.646 -5.887 0.673
C -1.395 -6.432 1.843
O -2.687 -5.784 1.881
H -1.252 -5.712 -0.193
H 0.203 -6.549 0.422
H -0.204 -4.892 0.875
H -0.786 -6.127 2.712
H -1.445 -7.522 1.771
H -2.853 -5.522 2.807
C -1.962 -1.051 2.120
C -2.470 -2.243 1.341
O -3.096 -3.039 2.245
H -1.530 -0.313 1.421
H -1.295 -1.352 2.940
H -2.875 -0.673 2.605
H -1.666 -2.872 0.873
H -3.133 -2.032 0.484
H -3.106 -3.953 1.910
*
```

Entry three
# C18H54O9

A molecular structure, C18H54O9 (ωB97M-V/def2-TZVPD, the OMol25 dataset).

```
! wB97M-V def2-TZVPD RIJCOSX def2/J DEFGRID3
* xyz 0 1
C 4.834 -2.229 -1.833
C 3.377 -1.823 -1.488
O 3.479 -0.825 -0.558
H 5.392 -1.444 -2.035
H 5.045 -2.829 -2.726
H 5.612 -2.597 -1.095
H 2.769 -2.749 -1.142
H 2.890 -1.408 -2.344
H 2.579 -0.867 -0.350
C 1.101 0.742 1.373
C 0.051 0.142 0.466
O 0.443 -0.948 -0.406
H 1.745 -0.266 1.922
H 0.798 1.265 2.206
H 1.901 1.188 0.709
H -0.249 0.966 -0.267
H -0.810 -0.307 1.050
H -0.353 -1.519 -0.428
C -0.937 4.414 -0.399
C -0.570 5.774 -1.031
O -0.117 6.764 0.081
H -1.274 4.777 0.617
H -0.120 3.881 -0.256
H -1.747 3.969 -0.882
H -1.453 6.466 -1.286
H 0.172 5.550 -1.685
H -0.657 6.797 0.873
C -2.861 1.615 2.368
C -3.909 2.606 2.936
O -4.942 1.758 3.547
H -2.388 0.919 2.934
H -2.004 2.400 2.088
H -3.220 1.103 1.503
H -4.229 3.267 2.039
H -3.333 3.124 3.763
H -5.794 2.160 3.471
C 4.309 -4.540 2.203
C 3.519 -3.280 2.392
O 4.270 -2.234 3.074
H 5.227 -4.422 1.572
H 3.733 -5.227 1.761
H 4.454 -5.063 3.161
H 2.588 -3.498 2.942
H 3.447 -2.951 1.420
H 3.727 -1.617 3.405
C -0.219 -3.072 2.712
C -1.516 -2.440 3.315
O -2.358 -2.283 2.241
H 0.295 -2.341 2.152
H -0.340 -3.840 2.115
H 0.346 -3.232 3.589
H -0.934 -1.611 3.688
H -1.788 -2.884 4.251
H -3.071 -1.971 2.560
C 2.393 2.121 -2.179
C 1.209 1.728 -2.980
O 1.176 2.398 -4.239
H 3.437 1.968 -2.921
H 2.390 1.639 -1.121
H 2.339 3.247 -1.639
H 0.219 1.947 -2.457
H 1.358 0.700 -3.211
H 1.110 3.423 -4.061
C -3.186 1.002 -1.801
C -2.866 1.363 -3.262
O -3.226 2.749 -3.405
H -4.566 1.099 -1.817
H -2.755 1.905 -1.255
H -2.900 0.077 -1.425
H -3.360 0.717 -3.811
H -1.747 1.179 -3.632
H -4.217 2.829 -2.953
C -1.108 -2.908 -2.471
C -1.826 -3.373 -1.244
O -1.786 -2.352 -0.406
H -1.652 -2.049 -2.921
H -1.032 -3.675 -3.167
H -0.031 -2.654 -2.205
H -1.397 -4.365 -0.799
H -2.850 -3.376 -1.448
H -2.032 -2.669 0.540
*
```

The calculated energies rank the structures as follows, beginning with the most stable: entry one, entry two, entry three.

Entry one
# C18H54O9

A molecular structure, C18H54O9 (ωB97M-V/def2-TZVPD, the OMol25 dataset).

```
! wB97M-V def2-TZVPD RIJCOSX def2/J DEFGRID3
* xyz 0 1
C -0.770 0.168 -0.735
C -0.020 0.181 0.605
O 1.017 -0.792 0.478
H -1.661 0.795 -0.714
H -1.023 -0.829 -1.096
H -0.159 0.570 -1.544
H -0.752 -0.134 1.348
H 0.370 1.145 0.931
H 1.554 -0.642 -0.304
C -2.697 4.415 -1.928
C -1.560 3.407 -1.958
O -1.598 2.590 -0.772
H -2.717 4.936 -2.885
H -2.566 5.179 -1.161
H -3.681 3.946 -1.897
H -0.583 3.887 -2.010
H -1.677 2.735 -2.808
H -0.700 2.357 -0.523
C -2.637 -1.456 1.857
C -3.336 -1.423 0.452
O -4.665 -1.868 0.566
H -2.974 -0.631 2.483
H -1.559 -1.314 1.778
H -2.782 -2.407 2.370
H -2.867 -1.989 -0.353
H -3.236 -0.380 0.151
H -5.050 -1.957 -0.309
C 1.223 2.216 -2.544
C 1.446 2.192 -1.022
O 0.388 2.861 -0.264
H 0.325 1.658 -2.808
H 2.085 1.843 -3.098
H 1.031 3.253 -2.819
H 2.378 2.736 -0.867
H 1.608 1.164 -0.700
H 0.783 3.273 0.508
C 0.994 -2.428 -1.657
C 2.232 -1.545 -1.971
O 1.966 -0.259 -1.575
H 0.833 -2.463 -0.580
H 1.160 -3.441 -2.022
H 0.060 -2.053 -2.075
H 2.434 -1.617 -3.040
H 3.073 -2.013 -1.459
H 2.721 0.244 -1.888
C 2.641 1.375 1.747
C 3.214 -0.031 2.007
O 2.920 -0.489 3.335
H 1.577 1.348 1.980
H 2.736 1.607 0.687
H 3.111 2.129 2.379
H 4.300 -0.107 1.951
H 2.874 -0.754 1.265
H 1.972 -0.636 3.361
C -3.309 0.906 -2.715
C -4.572 1.778 -2.868
O -5.199 1.386 -4.105
H -3.452 -0.170 -2.812
H -2.842 1.120 -1.754
H -2.566 1.177 -3.466
H -4.316 2.837 -2.914
H -5.278 1.573 -2.064
H -6.041 1.846 -4.076
C 1.120 -1.524 4.510
C 0.529 -1.889 3.110
O 0.893 -0.820 2.214
H 0.746 -0.546 4.813
H 2.208 -1.603 4.517
H 0.809 -2.248 5.263
H -0.547 -2.063 3.132
H 1.023 -2.792 2.752
H 0.595 -0.937 1.309
C 2.558 -2.962 0.812
C 3.269 -2.936 2.154
O 3.826 -4.228 2.344
H 2.089 -1.990 0.663
H 1.752 -3.694 0.757
H 3.232 -2.973 -0.044
H 2.585 -2.812 2.994
H 4.101 -2.231 2.164
H 3.033 -4.756 2.455
*
```

Entry two
# C18H54O9

9 unconnected molecules or ions with the total composition C18H54O9 (ωB97M-V/def2-TZVPD, the OMol25 dataset).

```
! wB97M-V def2-TZVPD RIJCOSX def2/J DEFGRID3
* xyz 0 1
C 4.094 1.953 -0.945
C 4.645 0.732 -1.698
O 4.075 -0.431 -1.135
H 4.171 1.739 0.121
H 3.028 2.041 -1.158
H 4.505 2.924 -1.219
H 5.730 0.756 -1.602
H 4.289 0.739 -2.729
H 4.648 -0.553 -0.375
C 2.635 -2.843 1.377
C 1.236 -3.468 1.571
O 1.209 -4.383 2.702
H 3.404 -3.587 1.169
H 2.921 -2.352 2.307
H 2.659 -2.082 0.597
H 0.872 -3.939 0.658
H 0.509 -2.678 1.761
H 1.254 -3.859 3.505
C 1.519 -3.075 -3.882
C 0.919 -3.733 -2.600
O -0.095 -2.981 -1.988
H 0.841 -2.972 -4.730
H 2.341 -3.672 -4.277
H 1.982 -2.139 -3.568
H 1.666 -4.003 -1.854
H 0.503 -4.714 -2.832
H 0.235 -2.095 -1.823
C 1.768 4.970 -2.627
C 1.019 4.247 -1.490
O 1.638 4.740 -0.341
H 1.456 6.009 -2.529
H 1.494 4.701 -3.647
H 2.848 4.819 -2.608
H 1.160 3.169 -1.556
H -0.048 4.453 -1.573
H 1.231 4.289 0.402
C -3.647 1.686 -0.972
C -2.977 2.880 -1.586
O -3.335 4.067 -0.902
H -3.616 0.807 -1.616
H -4.730 1.780 -0.894
H -3.295 1.517 0.046
H -3.318 2.990 -2.615
H -1.892 2.823 -1.684
H -3.076 4.804 -1.461
C -2.814 0.629 4.212
C -3.944 0.233 3.247
O -4.821 -0.596 4.021
H -2.191 1.342 3.673
H -2.170 -0.191 4.530
H -3.243 1.171 5.055
H -3.542 -0.224 2.342
H -4.500 1.112 2.921
H -5.352 -0.029 4.586
C 2.106 2.284 2.535
C 0.585 2.482 2.743
O 0.056 2.921 1.515
H 2.313 1.566 1.741
H 2.583 1.852 3.415
H 2.646 3.179 2.225
H 0.490 3.187 3.569
H 0.188 1.510 3.033
H -0.844 3.221 1.657
C -0.781 -0.418 0.001
C 0.553 0.132 -0.427
O 1.065 -0.583 -1.503
H -0.634 -1.436 0.362
H -1.444 -0.335 -0.861
H -1.264 0.163 0.786
H 1.316 0.140 0.351
H 0.477 1.153 -0.802
H 1.979 -0.306 -1.599
C -3.852 -4.929 0.071
C -2.483 -4.286 -0.310
O -2.609 -3.852 -1.656
H -4.667 -4.254 -0.191
H -3.938 -5.078 1.147
H -4.107 -5.903 -0.347
H -1.679 -4.998 -0.120
H -2.237 -3.377 0.238
H -1.717 -3.556 -1.855
*
```

The calculated energies rank the structures as follows, beginning with the most stable: entry two, entry one.